1.
This record from OMol25 describes C42H34I2N6O3S2Ti as an isolated structure in a non-equilibrium geometry. The level of theory is the ωB97M-V functional and the def2-TZVPD basis.

Values from the calculation:
HOMO energy (alpha / beta): -0.1110 / -1.7459 eV
electronic energy: -120180.626 eV
HOMO-LUMO gap (alpha / beta): 3.964 / 5.590 eV
energy above the lowest of the compared OMol25 structures with the same formula, charge and spin: 16.8 kcal per mole

```
! wB97M-V def2-TZVPD RIJCOSX def2/J DEFGRID3
* xyz -2 3
Ti -0.41 -0.59 0.30
C 4.39 1.33 -0.49
C 3.04 1.59 -1.14
O 2.25 0.70 -1.38
N 2.80 2.89 -1.46
C 1.52 3.30 -1.99
C 0.58 3.86 -0.95
C -0.40 4.78 -1.31
C -1.31 5.19 -0.35
C -1.22 4.65 0.92
C -0.20 3.76 1.19
N 0.69 3.38 0.28
H 4.48 0.27 -0.28
H 4.47 1.89 0.45
H 5.20 1.66 -1.15
H 3.42 3.59 -1.09
H 1.07 2.41 -2.42
H 1.66 4.02 -2.80
H -0.46 5.15 -2.33
H -2.10 5.88 -0.61
H -1.94 4.91 1.69
H -0.09 3.30 2.17
I 2.60 -2.24 0.54
C 2.27 -2.85 -1.43
C 3.29 -3.48 -2.07
C 3.11 -3.98 -3.38
C 1.90 -3.86 -3.98
C 0.81 -3.22 -3.33
C -0.45 -3.16 -3.95
C -1.50 -2.58 -3.30
C -1.31 -1.99 -2.03
C -0.08 -1.95 -1.38
C 0.98 -2.65 -2.03
H 4.24 -3.62 -1.57
H 3.94 -4.47 -3.88
H 1.73 -4.26 -4.98
H -0.57 -3.60 -4.94
H -2.49 -2.56 -3.75
H -2.18 -1.54 -1.56
S -2.75 -0.24 1.12
C -3.18 -1.62 2.10
C -4.40 -1.52 2.84
N -5.38 -1.41 3.43
C -2.45 -2.78 2.15
S -0.98 -3.00 1.27
C -2.93 -3.89 2.91
N -3.29 -4.80 3.52
I -0.36 -0.72 6.34
C 0.48 -0.05 4.54
C 1.57 0.86 4.60
C 2.11 1.20 3.34
C 1.55 0.72 2.19
N 0.44 -0.11 2.14
C -0.04 -0.51 3.37
H 1.96 1.23 5.53
H 2.97 1.86 3.26
H 1.96 1.01 1.23
H -0.86 -1.21 3.36
C -7.71 0.11 -4.13
C -7.00 1.42 -3.85
C -7.78 2.55 -3.62
C -7.18 3.75 -3.29
C -5.81 3.83 -3.22
C -5.00 2.71 -3.45
N -3.62 2.94 -3.27
C -2.57 2.19 -3.83
C -2.44 2.16 -5.22
C -1.44 1.42 -5.82
C -0.54 0.70 -5.04
C -0.63 0.77 -3.66
C -1.62 1.53 -3.03
C -1.65 1.61 -1.52
O -2.43 2.35 -0.94
O -0.79 0.83 -0.96
C -5.60 1.48 -3.78
C -4.79 0.21 -3.95
H -8.79 0.25 -4.04
H -7.42 -0.66 -3.42
H -7.51 -0.27 -5.13
H -8.86 2.47 -3.67
H -7.78 4.63 -3.10
H -5.31 4.76 -2.97
H -3.41 3.15 -2.29
H -3.16 2.72 -5.81
H -1.37 1.39 -6.90
H 0.23 0.10 -5.50
H 0.06 0.23 -3.03
H -4.09 0.28 -4.78
H -5.44 -0.64 -4.14
H -4.21 -0.01 -3.06
*
```

***

2.
This record from OMol25 describes a 4-piece molecular cluster, C20H51N3O8 overall in a non-equilibrium geometry. The level of theory is the ωB97M-V functional and the def2-TZVPD basis.

Values from the calculation:
HOMO energy: -8.6938 eV
electronic energy: -42410.526 eV
HOMO-LUMO gap: 9.485 eV
energy above the lowest of the compared OMol25 structures with the same formula, charge and spin: 20.1 kcal per mole

```
! wB97M-V def2-TZVPD RIJCOSX def2/J DEFGRID3
* xyz 0 1
C 22.25 -20.05 -0.28
O 21.86 -19.28 0.85
C 21.66 -20.04 2.07
C 21.20 -19.11 3.22
N 19.97 -18.38 2.87
C 19.47 -17.68 4.04
C 18.83 -16.35 3.54
O 19.82 -15.52 2.94
C 19.59 -14.14 3.06
H 22.54 -19.43 -1.13
H 21.53 -20.75 -0.70
H 23.09 -20.71 -0.07
H 22.53 -20.63 2.36
H 20.91 -20.80 1.82
H 22.02 -18.39 3.33
H 20.98 -19.77 4.06
H 20.24 -17.63 2.26
H 20.22 -17.33 4.74
H 18.72 -18.20 4.63
H 18.36 -15.92 4.42
H 18.06 -16.55 2.80
H 18.82 -13.72 2.41
H 20.45 -13.71 2.54
H 19.56 -13.79 4.09
C 13.75 -18.24 2.96
O 13.64 -18.80 4.25
C 12.68 -19.80 4.45
C 13.28 -21.25 4.19
N 12.93 -21.71 2.84
C 13.61 -22.89 2.46
C 13.69 -22.95 0.95
O 14.14 -21.67 0.43
C 14.37 -21.73 -0.94
H 14.79 -18.17 2.63
H 13.23 -17.31 2.75
H 13.20 -18.84 2.23
H 11.81 -19.49 3.88
H 12.40 -19.85 5.50
H 12.95 -21.88 5.02
H 14.37 -21.19 4.21
H 13.25 -21.03 2.17
H 13.06 -23.75 2.85
H 14.68 -22.97 2.67
H 12.71 -23.21 0.54
H 14.36 -23.76 0.67
H 14.30 -20.71 -1.33
H 13.63 -22.35 -1.46
H 15.33 -22.22 -1.09
C 13.68 -19.76 -7.46
O 14.62 -20.64 -6.82
C 15.89 -20.60 -7.41
C 16.77 -21.58 -6.58
N 17.32 -20.85 -5.40
C 17.06 -21.51 -4.15
C 17.28 -20.44 -3.01
O 16.26 -19.38 -3.16
C 16.28 -18.30 -2.23
H 13.87 -18.78 -7.89
H 12.85 -19.64 -6.76
H 13.16 -20.32 -8.24
H 16.25 -19.57 -7.41
H 15.88 -20.83 -8.47
H 17.62 -21.78 -7.23
H 16.27 -22.54 -6.46
H 16.85 -19.96 -5.30
H 17.70 -22.38 -4.05
H 16.07 -21.92 -3.91
H 18.31 -20.11 -2.83
H 16.98 -20.89 -2.06
H 15.82 -18.48 -1.25
H 15.82 -17.40 -2.64
H 17.31 -17.99 -2.09
O 18.03 -20.37 3.20
C 17.12 -20.23 2.14
C 17.79 -20.54 0.81
O 18.71 -19.47 0.45
H 18.64 -19.66 3.01
H 16.23 -20.82 2.38
H 16.78 -19.19 2.18
H 16.96 -20.55 0.10
H 18.25 -21.53 0.79
H 19.31 -19.22 1.15
*
```

***

3.
This record from OMol25 describes one molecule with the formula C6H12N2O in a non-equilibrium geometry. The level of theory is the ωB97M-V functional and the def2-TZVPD basis.

Values from the calculation:
HOMO energy: -7.2363 eV
electronic energy: -11441.505 eV
HOMO-LUMO gap: 8.007 eV
energy above the lowest of the compared OMol25 structures with the same formula, charge and spin: 73.0 kcal per mole

```
! wB97M-V def2-TZVPD RIJCOSX def2/J DEFGRID3
* xyz 0 1
C -1.84 0.63 1.27
C -1.18 0.59 0.10
C -1.86 0.79 -1.23
C 0.26 0.37 0.06
C 1.08 1.59 0.38
C 0.81 -0.84 -0.25
N 0.02 -1.93 -0.52
N 2.18 -1.04 -0.28
O 2.69 -2.23 0.25
H -1.33 0.49 2.21
H -2.91 0.81 1.30
H -2.91 1.08 -1.11
H -1.37 1.59 -1.79
H -1.83 -0.12 -1.83
H 1.51 1.50 1.38
H 1.89 1.74 -0.34
H 0.48 2.51 0.36
H 0.51 -2.81 -0.64
H -0.91 -1.94 -0.13
H 2.74 -0.23 -0.05
H 1.98 -2.54 0.84
*
```

***

4.
This record from OMol25 describes C11H9AlCl2N3O8 as an isolated structure. The level of theory is the ωB97M-V functional and the def2-TZVPD basis.

Values from the calculation:
HOMO energy: -12.4596 eV
electronic energy: -64027.043 eV
HOMO-LUMO gap: 8.594 eV

```
! wB97M-V def2-TZVPD RIJCOSX def2/J DEFGRID3
* xyz 1 1
Al -2.52 0.72 -0.77
O -3.21 1.49 -4.21
Cl -2.44 1.66 -3.06
O -1.40 2.61 -3.14
O -3.32 1.98 -1.84
O -1.90 0.34 -2.54
C 0.27 3.04 1.18
C -0.89 2.47 0.73
N -0.88 1.39 -0.08
C 0.29 0.82 -0.42
C 1.51 1.30 0.04
C 1.48 2.45 0.82
C 2.78 0.65 -0.31
C 3.10 -0.64 -0.25
C 2.34 -1.78 0.27
C 2.96 -3.02 0.35
C 2.23 -4.06 0.89
N 0.98 -3.90 1.33
C 0.48 -2.68 1.21
N 1.08 -1.61 0.70
H 0.24 3.92 1.80
H -1.86 2.87 1.00
H 0.25 -0.03 -1.09
H 2.42 2.88 1.16
H 3.56 1.34 -0.62
H 4.11 -0.89 -0.56
H 3.98 -3.16 0.02
H 2.65 -5.06 0.98
H -0.53 -2.53 1.58
O -3.58 0.93 0.79
Cl -3.60 -0.57 1.06
O -2.70 -0.88 2.09
O -4.90 -1.06 1.20
O -2.99 -0.98 -0.29
*
```

***

5.
This record from OMol25 describes one molecule with the formula C5H10O. The level of theory is the ωB97M-V functional and the def2-TZVPD basis.

Values from the calculation:
HOMO energy: -10.0306 eV
electronic energy: -7393.586 eV
HOMO-LUMO gap: 11.105 eV
energy above the lowest of the compared OMol25 structures with the same formula, charge and spin: 27.2 kcal per mole

```
! wB97M-V def2-TZVPD RIJCOSX def2/J DEFGRID3
* xyz 0 1
C -1.49 -0.53 0.51
C -0.84 0.40 -0.49
C -0.07 1.57 0.06
C 0.67 0.46 -0.65
C 1.53 -0.56 0.06
O 1.15 -1.88 -0.28
H -1.71 -1.53 0.11
H -0.84 -0.68 1.39
H -2.43 -0.10 0.87
H -1.41 0.57 -1.40
H -0.14 2.53 -0.43
H 0.01 1.61 1.14
H 1.02 0.72 -1.65
H 2.58 -0.44 -0.24
H 1.48 -0.42 1.15
H 0.26 -1.82 -0.65
*
```

***

no.,molar mass (g/mol)
1,1036.58
2,461.64
3,128.17
4,409.09
5,86.13